Computed, not measured: 8 unconnected molecules or ions with the total composition C30H80N8O14 at a distorted geometry, with wB97M-V/def2-TZVPD.

Element x y z (Å)
O -5.173 6.389 4.207
O -8.279 10.336 5.182
O 4.647 1.610 -7.226
O -2.864 -8.351 -5.483
O 0.099 -2.394 -2.937
O -7.625 -5.647 7.967
O 1.585 -0.379 -9.893
O 3.798 -6.154 -8.548
O 10.167 -1.930 3.012
O 4.851 4.103 1.019
O -7.306 -4.851 3.384
O 6.182 0.287 5.035
O 5.270 6.499 2.815
O -2.059 -11.837 -6.490
N 2.102 2.224 -8.431
N 0.980 -0.833 -1.489
N -7.651 7.281 5.707
N 4.204 -7.920 -9.769
N 2.038 -1.600 -3.202
N -5.934 -4.588 5.947
N 9.171 -0.192 4.957
N 3.517 -6.148 -10.783
C 4.812 0.239 5.522
C 4.824 0.465 -8.092
C 8.501 1.050 5.258
C -5.855 -4.505 3.472
C -6.404 -4.999 8.278
C -4.277 5.742 3.293
C -5.318 -5.175 7.170
C 3.355 2.855 -9.003
C 0.271 -0.907 -9.624
C 1.473 0.872 -10.466
C 10.539 0.068 4.560
C 3.837 -6.688 -9.637
C -7.864 8.460 6.554
C -8.025 -4.150 2.397
C -8.966 11.553 5.059
C -2.193 -9.445 -6.086
C 5.372 5.384 0.679
C 1.128 1.974 -9.539
C 4.848 6.556 1.464
C -7.187 7.746 4.395
C 10.115 -1.091 1.840
C -8.837 9.529 6.190
C -2.791 -10.771 -5.817
C 7.152 0.763 5.943
C -6.518 6.573 3.645
C -8.650 -5.336 8.931
C 11.050 -1.321 3.943
C -5.297 -5.161 4.754
C 0.967 -1.676 -2.511
C 4.405 2.896 -7.931
H 5.084 5.445 -0.371
H 11.069 -2.079 4.726
H -5.184 -6.241 6.986
H 3.078 3.867 -9.297
H -8.645 12.135 5.923
H 10.656 0.873 3.834
H -4.286 6.184 2.297
H 2.423 1.113 -10.943
H 3.765 6.464 1.392
H 5.185 7.520 1.082
H -6.338 6.878 2.615
H 0.320 -1.909 -9.199
H -7.514 -4.185 1.435
H 8.349 1.639 4.353
H -7.993 8.182 3.804
H -2.252 -9.405 -7.174
H 9.190 -1.155 1.267
H -10.055 11.524 5.031
H 8.680 -0.743 4.267
H -4.539 4.695 3.147
H 7.460 0.057 6.715
H 11.135 0.286 5.446
H -3.300 5.879 3.757
H 10.168 -0.002 1.866
H -6.473 8.563 4.500
H -5.969 -5.425 9.182
H -9.616 -5.784 8.699
H -8.458 6.675 5.697
H -8.879 -4.811 2.244
H -8.520 12.064 4.207
H 4.463 -8.278 -10.677
H 2.363 1.366 -7.965
H 5.120 3.979 1.932
H 4.633 -8.375 -8.976
H 0.189 1.682 -9.069
H -5.397 -4.762 2.517
H 12.040 -1.308 3.488
H -6.904 8.960 6.682
H -6.530 -3.938 8.494
H -6.853 -5.005 5.912
H -1.152 -9.337 -5.784
H -9.718 9.106 5.708
H 0.266 -0.822 -0.775
H 0.945 1.009 -11.409
H 3.942 0.309 -8.712
H 5.651 0.531 -8.798
H 9.018 1.661 5.998
H 6.449 5.289 0.817
H -5.392 -6.246 4.763
H 0.857 2.907 -10.035
H 4.647 6.954 3.386
H 6.878 1.693 6.442
H -8.107 8.087 7.549
H 5.349 3.206 -8.377
H 4.012 0.316 4.786
H -2.550 -12.628 -6.255
H -8.323 -5.692 9.908
H -2.202 -7.698 -5.245
H -9.031 10.119 7.085
H -3.874 -10.762 -5.933
H -0.395 -0.423 -8.910
H 4.809 -0.545 6.279
H 3.102 -5.228 -10.813
H -2.712 -11.009 -4.756
H 2.054 -2.288 -3.942
H -7.116 5.668 3.754
H -0.342 -0.975 -10.522
H 4.067 3.688 -7.263
H 1.837 -0.300 -1.510
H 2.844 -1.048 -2.947
H 4.889 -0.454 -7.510
H 3.597 -6.694 -11.629
H 4.560 1.187 5.996
H -5.730 -3.447 3.703
H 3.776 2.246 -9.803
H -8.760 -4.265 9.101
H 10.978 -1.271 1.199
H -4.347 -4.753 7.428
H -8.396 -3.184 2.740
H -4.233 -4.940 4.837

Frontier orbital gap, eV: 9.1303
E_HOMO, eV: -8.63
Multiplicity: 1
SMILES string: COCCNCCOC.COCCNCCOC.COCCNCCOC.COCCNCCOC.NC(N)=O.NC(N)=O.OCCO.OCCO

=====

Computed, not measured: a single C5H9NO molecule, with wB97M-V/def2-TZVPD.

Element x y z (Å)
O -2.338 0.290 -0.063
N 1.837 -0.566 0.043
C -0.807 -1.517 -0.063
C -0.105 0.910 0.782
C 1.187 0.715 0.058
C -0.058 0.950 -0.732
C -0.973 -0.011 -0.028
H -0.372 1.652 1.508
H -0.300 -1.827 -0.971
H -2.461 1.246 -0.051
H 2.435 -0.650 -0.772
H 2.411 -0.681 0.871
H -0.236 -1.864 0.790
H 1.862 1.581 0.101
H -1.800 -1.957 -0.039
H -0.282 1.729 -1.434

Energy relative to the best compared isomer or geometry (same formula, charge and spin), kJ/mol: 297.0
Frontier orbital gap, eV: 10.3998
E_HOMO, eV: -9.41
Multiplicity: 1
SMILES string: C[C@]1(O)[C@@H]2[C@H](N)[C@@H]21

=====

Computed, not measured: a molecular structure, C32H24IMgNO2P at a distorted geometry, with wB97M-V/def2-TZVPD.

Element x y z (Å)
I -2.520 3.465 -1.152
P 0.681 -2.049 0.027
Mg -0.084 1.967 -0.802
O 2.225 0.986 0.606
O 1.373 0.664 -1.408
N 3.482 7.227 -4.289
C 1.719 6.701 -1.307
C -4.853 1.781 0.275
C 1.240 -0.799 2.600
C 1.963 0.246 -0.336
C -3.832 -0.729 -0.676
C -0.229 -1.130 4.443
C 1.384 -4.616 0.957
C 0.988 5.884 -0.455
C -2.959 0.429 -0.552
C -0.603 -2.292 2.380
C 3.186 6.759 -3.249
C -5.703 0.636 0.131
C 2.574 4.046 -0.841
C -1.661 0.365 -1.068
C 0.876 -0.480 3.889
C -5.217 -0.588 -0.302
C 0.508 -1.687 1.800
C 3.222 4.800 -1.759
C -2.112 -1.878 -1.923
C 1.207 -4.335 -1.437
C -3.574 1.690 -0.172
C 0.514 3.662 0.545
C -1.269 -0.746 -1.787
C -3.355 -1.903 -1.365
C -1.023 -1.962 3.682
C 1.492 -5.652 -1.627
C 2.325 -1.291 -0.300
C 1.375 4.528 -0.185
C 1.671 -6.507 -0.512
C 1.748 -5.965 0.744
C 1.151 -3.801 -0.139
C 2.742 6.116 -2.080
H -1.086 -3.089 1.808
H 2.099 -6.571 1.591
H 2.902 3.049 -0.589
H 1.441 -4.191 1.956
H -1.636 -2.765 -2.369
H -3.946 -2.795 -1.415
H 2.123 -0.274 2.216
H -0.305 -0.749 -2.226
H 1.020 2.938 1.166
H 1.432 0.256 4.435
H 4.057 4.384 -2.318
H 1.066 -3.673 -2.306
H -0.340 4.147 1.008
H 1.598 -6.054 -2.643
H 1.539 7.778 -1.292
H -0.429 -1.026 5.504
H -5.855 -1.464 -0.422
H -1.935 -2.445 4.064
H 1.728 -7.572 -0.673
H 0.104 6.290 0.035
H -6.787 0.777 0.259
H 2.783 -1.598 -1.283
H -5.260 2.719 0.662
H 3.036 -1.609 0.477

Energy relative to the best compared isomer or geometry (same formula, charge and spin), kJ/mol: 65.4
Frontier orbital gap, eV: 6.3481
E_HOMO, eV: -4.17
Charge: -1
Multiplicity: 1